2 unconnected molecules or ions with the total composition C4H17NSi3 in a non-equilibrium geometry, computed with ωB97M-V/def2-TZVPD.

Geometry as XYZ:
```
25
C4H17NSi3 ωB97M-V/def2-TZVPD
C 0.74 3.10 0.61
C 2.41 -2.23 0.73
C 0.53 2.15 -0.57
C 1.07 0.78 -0.05
N 1.72 -2.16 -0.54
Si -4.11 -0.63 -0.62
Si -2.48 -1.36 0.71
Si 0.71 -0.82 -1.02
H 1.81 2.99 0.87
H 0.46 4.14 0.36
H 0.34 2.79 1.55
H 3.35 -1.74 0.81
H 1.78 -1.72 1.44
H 2.45 -3.32 0.98
H -0.56 2.01 -0.79
H 1.12 2.52 -1.39
H 0.84 0.65 1.01
H 2.16 0.89 -0.15
H 1.84 -3.00 -1.17
H -5.54 -0.29 0.01
H -3.77 0.84 -0.96
H -4.42 -1.23 -1.95
H -2.01 -2.88 0.64
H -1.71 -0.82 1.96
H 1.27 -0.67 -2.49
```

The HOMO energy (alpha / beta) is -0.25488 / -0.26138 Ha. The calculation puts the electronic energy at -29542.084 eV. For the lowest unoccupied orbital energy (alpha / beta), the calculation gives -0.76 / -0.41 eV. The calculation puts the frontier orbital gap (alpha / beta) at 6.18 / 6.71 eV.

Atom charges from the Löwdin analysis, given in e for atoms 1 to 5: number 1, C, carries -0.141; number 2, C, carries -0.194; number 3, C, carries -0.314; number 4, C, carries -0.397; number 5, N, carries -0.290

***

A molecular structure, C25H37AsCrF4N5P, computed with ωB97M-V/def2-TZVPD.

Geometry as XYZ:
```
74
C25H37AsCrF4N5P ωB97M-V/def2-TZVPD
Cr 0.65 -0.07 1.70
C -0.97 -0.82 4.17
N -0.22 -1.45 3.07
C -1.12 -2.36 2.33
C 0.93 -2.22 3.63
C 1.91 -2.62 2.54
N 2.07 -1.45 1.70
C 3.05 -1.33 0.77
C 3.08 -0.14 0.02
F 2.11 0.81 0.36
C 3.98 0.14 -0.98
F 3.87 1.30 -1.64
C 4.96 -0.77 -1.30
C 4.99 -1.95 -0.57
F 5.91 -2.86 -0.84
C 4.07 -2.24 0.42
F 4.16 -3.42 1.05
H -1.31 -1.58 4.89
H -1.85 -0.31 3.77
H -0.34 -0.11 4.69
H -1.53 -3.12 2.99
H -0.57 -2.86 1.53
H -1.94 -1.79 1.90
H 0.55 -3.08 4.19
H 1.43 -1.55 4.34
H 1.53 -3.48 1.98
H 2.84 -2.93 3.01
H 5.71 -0.56 -2.05
C -1.33 2.27 -0.33
As -0.91 1.99 1.54
C -0.03 3.66 1.99
C -2.64 2.12 2.47
C -3.43 3.32 2.04
C -4.34 3.22 0.99
C -5.06 4.34 0.58
C -4.88 5.56 1.21
C -3.98 5.66 2.27
C -3.26 4.54 2.68
H -1.95 3.16 -0.45
H -1.86 1.41 -0.74
H -0.39 2.41 -0.86
H -0.66 4.49 1.69
H 0.92 3.71 1.47
H 0.15 3.70 3.06
H -2.39 2.15 3.53
H -3.18 1.19 2.27
H -4.50 2.27 0.50
H -5.77 4.25 -0.23
H -5.44 6.42 0.90
H -3.85 6.60 2.78
H -2.59 4.63 3.53
C -0.45 -1.27 -4.68
N 0.95 -0.71 -4.36
C 1.94 -1.89 -4.41
N 1.54 -2.93 -3.53
C 0.19 -3.39 -3.87
N -0.80 -2.32 -3.79
C -1.01 -1.85 -2.42
P 0.53 -1.18 -1.63
C 0.98 -0.03 -3.02
C 1.67 -2.55 -2.12
H -0.40 -1.62 -5.71
H -1.14 -0.43 -4.61
H 1.21 -0.04 -5.08
H 2.92 -1.49 -4.14
H 1.94 -2.23 -5.45
H -0.09 -4.19 -3.19
H 0.20 -3.79 -4.89
H -1.38 -2.69 -1.82
H -1.80 -1.10 -2.41
H 1.99 0.36 -2.87
H 0.29 0.81 -3.07
H 1.47 -3.43 -1.50
H 2.70 -2.25 -1.92
```

The HOMO energy (alpha / beta) is -0.47277 / -0.48443 Ha. Its spin multiplicity is 5. The calculation puts the electronic energy at -143380.425 eV. For the lowest unoccupied orbital energy (alpha / beta), the calculation gives -4.83 / -4.93 eV. The charge is +2. The calculation puts the frontier orbital gap (alpha / beta) at 8.04 / 8.25 eV.

Atom charges from the Löwdin analysis, given in e for atoms 1 to 5: number 1, Cr, carries 0.647; number 2, C, carries -0.067; number 3, N, carries -0.375; number 4, C, carries -0.061; number 5, C, carries -0.162

***

2 unconnected molecules or ions with the total composition C20H18N3O7 in a non-equilibrium geometry, computed with ωB97M-V/def2-TZVPD.

Geometry as XYZ:
```
48
C20H18N3O7 ωB97M-V/def2-TZVPD
C 2.72 1.56 5.95
O 2.12 2.62 5.17
C 1.67 2.31 3.92
C 1.02 3.35 3.20
C 0.46 3.08 1.97
C 0.50 1.77 1.43
C -0.14 1.40 0.14
C -1.45 0.91 0.06
C -1.91 0.71 -1.31
O -1.40 1.28 -2.28
N -2.92 -0.22 -1.51
C -3.43 -0.39 -2.85
C -3.24 -1.21 -0.57
O -3.95 -2.18 -0.83
N -2.69 -1.05 0.71
C -3.09 -2.04 1.68
C -1.98 0.08 1.14
O -1.78 0.27 2.34
C 1.24 0.80 2.11
C 1.83 1.03 3.33
H 2.99 2.05 6.89
H 2.00 0.75 6.12
H 3.62 1.17 5.44
H 0.96 4.33 3.68
H -0.06 3.87 1.43
H 0.23 1.92 -0.73
H -4.14 -1.21 -2.81
H -3.92 0.54 -3.16
H -2.63 -0.62 -3.55
H -2.46 -1.94 2.56
H -4.14 -1.89 1.94
H -2.97 -3.02 1.22
H 1.31 -0.19 1.64
H 2.37 0.23 3.82
O 0.86 -0.18 -0.61
C 1.19 -0.68 -1.74
C 1.96 0.05 -2.71
C 2.38 -0.51 -3.88
C 1.98 -1.83 -4.21
N 2.08 -2.27 -5.56
O 1.64 -3.40 -5.86
O 2.58 -1.49 -6.40
C 1.28 -2.61 -3.27
C 0.85 -2.04 -2.10
H 2.18 1.09 -2.47
H 2.98 0.07 -4.58
H 1.08 -3.65 -3.51
H 0.25 -2.62 -1.40
```

The HOMO energy is -0.16982 Ha. The calculation puts the electronic energy at -39834.310 eV. For the lowest unoccupied orbital energy, the calculation gives 2.55 eV. The charge is -1. The calculation puts the frontier orbital gap at 7.17 eV.

Atom charges from the Löwdin analysis, given in e for atoms 1 to 5: number 1, C, carries -0.073; number 2, O, carries -0.109; number 3, C, carries -0.276; number 4, C, carries -0.015; number 5, C, carries -0.022

***

A single C4H7NO3 molecule in a non-equilibrium geometry, computed with ωB97M-V/def2-TZVPD.

Geometry as XYZ:
```
15
C4H7NO3 ωB97M-V/def2-TZVPD
O 1.58 -1.83 -1.67
C 1.13 -0.80 -1.06
O 1.19 0.48 -1.55
C 0.68 -1.01 0.35
N 0.71 0.07 1.45
C -0.51 -0.25 0.82
C -1.38 0.56 -0.09
O -2.01 1.65 0.71
H 1.59 0.31 -2.40
H 1.02 -1.94 0.85
H 1.16 0.93 1.01
H -1.16 -0.86 1.48
H -2.09 -0.23 -0.51
H -0.66 0.95 -0.78
H -1.26 1.96 1.39
```

The HOMO energy is -0.38348 Ha. Its SMILES is O=C(O)[C@H]1N[C@H]1CO. The calculation puts the electronic energy at -11891.854 eV. For the lowest unoccupied orbital energy, the calculation gives 0.56 eV. The calculation puts the frontier orbital gap at 10.99 eV.

Atom charges from the Löwdin analysis, given in e for atoms 1 to 5: number 1, O, carries 0.042; number 2, C, carries -0.399; number 3, O, carries 0.092; number 4, C, carries -0.128; number 5, N, carries 0.086

***

A molecular structure, C36H24BrF4IN2OPPbS, computed with ωB97M-V/def2-TZVPD.

Geometry as XYZ:
```
72
C36H24BrF4IN2OPPbS ωB97M-V/def2-TZVPD
Pb -0.93 -0.82 -0.13
F 3.63 5.67 0.45
C 3.24 4.41 0.49
C 4.18 3.40 0.41
F 5.47 3.69 0.30
C 3.76 2.08 0.45
F 4.70 1.14 0.38
C 2.42 1.73 0.55
P 1.92 -0.03 0.48
C 2.71 -0.61 -1.05
C 3.87 -1.37 -1.11
C 4.37 -1.79 -2.33
C 3.72 -1.43 -3.51
C 2.57 -0.66 -3.46
C 2.06 -0.26 -2.24
C 2.77 -0.81 1.88
C 2.79 -2.21 1.94
C 3.30 -2.84 3.06
C 3.76 -2.10 4.14
C 3.72 -0.71 4.09
C 3.22 -0.07 2.97
C 1.50 2.77 0.65
Br -0.36 2.47 0.86
C 1.90 4.09 0.61
F 1.02 5.08 0.69
H 4.39 -1.64 -0.19
H 5.27 -2.38 -2.37
H 4.11 -1.76 -4.46
H 2.06 -0.38 -4.38
H 1.16 0.36 -2.21
H 2.41 -2.79 1.11
H 3.32 -3.92 3.09
H 4.15 -2.60 5.01
H 4.08 -0.13 4.93
H 3.20 1.01 2.94
N -2.33 -1.67 7.49
C -2.13 -1.50 6.37
C -1.87 -1.29 4.97
C -0.76 -0.57 4.57
C -0.54 -0.39 3.22
N -1.36 -0.89 2.29
C -2.43 -1.59 2.67
C -2.73 -1.81 4.00
H -0.07 -0.15 5.29
H 0.32 0.17 2.87
H -3.06 -1.98 1.89
H -3.60 -2.38 4.28
O -3.44 -0.37 0.10
S -4.31 0.33 -0.92
C -3.32 1.61 -1.66
C -2.29 1.35 -2.57
C -1.52 2.41 -3.03
C -1.78 3.70 -2.60
C -2.81 3.95 -1.71
C -3.59 2.90 -1.23
C -4.42 -0.80 -2.30
C -3.86 -2.06 -2.20
C -3.95 -2.93 -3.28
C -4.60 -2.53 -4.43
C -5.17 -1.27 -4.52
C -5.09 -0.39 -3.45
H -2.13 0.35 -2.94
H -0.73 2.22 -3.75
H -1.18 4.52 -2.97
H -3.02 4.96 -1.39
H -4.40 3.08 -0.54
H -3.38 -2.38 -1.28
H -3.51 -3.92 -3.21
H -4.67 -3.21 -5.27
H -5.69 -0.97 -5.42
H -5.53 0.59 -3.51
I -0.54 -3.68 0.13
```

The HOMO energy is -0.40312 Ha. The calculation puts the electronic energy at -157129.065 eV. For the lowest unoccupied orbital energy, the calculation gives -3.09 eV. The charge is +1. The calculation puts the frontier orbital gap at 7.88 eV.

Atom charges from the Löwdin analysis, given in e for atoms 1 to 5: number 1, Pb, carries 0.777; number 2, F, carries 0.164; number 3, C, carries -0.126; number 4, C, carries -0.126; number 5, F, carries 0.157

***

A molecular structure, C30H27CrGeN3O8P2 in a non-equilibrium geometry, computed with ωB97M-V/def2-TZVPD.

Geometry as XYZ:
```
72
C30H27CrGeN3O8P2 ωB97M-V/def2-TZVPD
Cr -0.29 -0.15 -0.11
O -2.64 1.60 2.56
C -1.79 0.93 1.97
N -0.98 1.31 0.98
C -1.20 2.59 0.34
C -0.61 2.56 -1.05
C -0.64 3.67 -1.88
C -0.02 3.62 -3.11
C 0.62 2.45 -3.49
C 0.60 1.38 -2.62
N 0.00 1.42 -1.43
C -1.50 -0.51 2.37
C -2.20 -1.15 3.37
C -1.78 -2.40 3.78
C -0.67 -2.97 3.19
C -0.05 -2.30 2.14
N -0.49 -1.11 1.70
H -0.73 3.40 0.90
H -2.27 2.83 0.30
H -1.14 4.57 -1.54
H -0.03 4.48 -3.77
H 1.12 2.36 -4.44
H 1.07 0.44 -2.87
H -3.04 -0.63 3.80
H -2.32 -2.94 4.55
H -0.27 -3.92 3.51
H 0.79 -2.73 1.62
O -2.31 -1.76 -3.01
P -2.69 -1.84 -1.40
O -4.05 -2.40 -1.28
O -2.31 -0.51 -0.80
O -1.59 -2.95 -0.89
P -0.05 -3.06 -1.35
O -0.13 -3.52 -2.88
O 0.68 -4.05 -0.54
O 0.48 -1.61 -1.36
H -3.09 -2.11 -3.46
H -0.70 -2.89 -3.35
C 5.51 -1.57 -3.91
C 4.14 -1.78 -4.04
C 3.28 -1.47 -2.98
C 3.78 -0.95 -1.79
C 5.16 -0.78 -1.67
C 6.02 -1.08 -2.72
Ge 2.63 -0.45 -0.26
C 3.47 -1.46 1.21
C 3.60 -2.84 1.09
C 4.22 -3.58 2.09
C 4.72 -2.95 3.22
C 4.58 -1.58 3.36
C 3.96 -0.84 2.36
C 3.01 1.46 0.10
C 3.84 2.24 -0.71
C 4.05 3.58 -0.42
C 3.42 4.18 0.66
C 2.57 3.42 1.46
C 2.36 2.08 1.17
H 6.17 -1.81 -4.73
H 3.74 -2.20 -4.95
H 2.22 -1.67 -3.08
H 5.57 -0.41 -0.73
H 7.09 -0.94 -2.60
H 3.19 -3.35 0.22
H 4.31 -4.66 1.98
H 5.21 -3.53 4.00
H 4.97 -1.08 4.24
H 3.86 0.24 2.48
H 4.33 1.79 -1.56
H 4.70 4.18 -1.06
H 3.59 5.22 0.89
H 2.07 3.88 2.31
H 1.66 1.51 1.78
```

The HOMO energy (alpha / beta) is -0.12246 / -0.22913 Ha. Its spin multiplicity is 6. The calculation puts the electronic energy at -155925.661 eV. For the lowest unoccupied orbital energy (alpha / beta), the calculation gives 2.47 / 1.50 eV. The charge is -1. The calculation puts the frontier orbital gap (alpha / beta) at 5.80 / 7.74 eV.

Atom charges from the Löwdin analysis, given in e for atoms 1 to 5: number 1, Cr, carries 0.599; number 2, O, carries 0.019; number 3, C, carries -0.498; number 4, N, carries -0.090; number 5, C, carries -0.140

***

Repeat the fifth record exactly.
A molecular structure, C36H24BrF4IN2OPPbS, computed with ωB97M-V/def2-TZVPD.

Geometry as XYZ:
```
72
C36H24BrF4IN2OPPbS ωB97M-V/def2-TZVPD
Pb -0.93 -0.82 -0.13
F 3.63 5.67 0.45
C 3.24 4.41 0.49
C 4.18 3.40 0.41
F 5.47 3.69 0.30
C 3.76 2.08 0.45
F 4.70 1.14 0.38
C 2.42 1.73 0.55
P 1.92 -0.03 0.48
C 2.71 -0.61 -1.05
C 3.87 -1.37 -1.11
C 4.37 -1.79 -2.33
C 3.72 -1.43 -3.51
C 2.57 -0.66 -3.46
C 2.06 -0.26 -2.24
C 2.77 -0.81 1.88
C 2.79 -2.21 1.94
C 3.30 -2.84 3.06
C 3.76 -2.10 4.14
C 3.72 -0.71 4.09
C 3.22 -0.07 2.97
C 1.50 2.77 0.65
Br -0.36 2.47 0.86
C 1.90 4.09 0.61
F 1.02 5.08 0.69
H 4.39 -1.64 -0.19
H 5.27 -2.38 -2.37
H 4.11 -1.76 -4.46
H 2.06 -0.38 -4.38
H 1.16 0.36 -2.21
H 2.41 -2.79 1.11
H 3.32 -3.92 3.09
H 4.15 -2.60 5.01
H 4.08 -0.13 4.93
H 3.20 1.01 2.94
N -2.33 -1.67 7.49
C -2.13 -1.50 6.37
C -1.87 -1.29 4.97
C -0.76 -0.57 4.57
C -0.54 -0.39 3.22
N -1.36 -0.89 2.29
C -2.43 -1.59 2.67
C -2.73 -1.81 4.00
H -0.07 -0.15 5.29
H 0.32 0.17 2.87
H -3.06 -1.98 1.89
H -3.60 -2.38 4.28
O -3.44 -0.37 0.10
S -4.31 0.33 -0.92
C -3.32 1.61 -1.66
C -2.29 1.35 -2.57
C -1.52 2.41 -3.03
C -1.78 3.70 -2.60
C -2.81 3.95 -1.71
C -3.59 2.90 -1.23
C -4.42 -0.80 -2.30
C -3.86 -2.06 -2.20
C -3.95 -2.93 -3.28
C -4.60 -2.53 -4.43
C -5.17 -1.27 -4.52
C -5.09 -0.39 -3.45
H -2.13 0.35 -2.94
H -0.73 2.22 -3.75
H -1.18 4.52 -2.97
H -3.02 4.96 -1.39
H -4.40 3.08 -0.54
H -3.38 -2.38 -1.28
H -3.51 -3.92 -3.21
H -4.67 -3.21 -5.27
H -5.69 -0.97 -5.42
H -5.53 0.59 -3.51
I -0.54 -3.68 0.13
```

The HOMO energy is -0.40312 Ha. The calculation puts the electronic energy at -157129.065 eV. For the lowest unoccupied orbital energy, the calculation gives -3.09 eV. The charge is +1. The calculation puts the frontier orbital gap at 7.88 eV.

Atom charges from the Löwdin analysis, given in e for atoms 1 to 5: number 1, Pb, carries 0.777; number 2, F, carries 0.164; number 3, C, carries -0.126; number 4, C, carries -0.126; number 5, F, carries 0.157

***

- Look up the electronic energy of the fifth one.
  -157129.065 eV